[1]
Here is a molecular structure, C8H19NOSi at a distorted geometry from the OMol25 dataset. Energies are from the ωB97M-V functional and the def2-TZVPD basis.

Geometry as ORCA input:
```
! RIJCOSX wB97M-V def2-TZVPD def2/J DEFGRID3
* xyz 0 1
Si 0.83 -1.42 0.40
O -1.39 -0.09 -1.34
N 0.16 1.21 1.63
C -0.10 0.30 0.81
C 1.99 -0.94 -1.05
C -1.47 0.90 -0.41
C -1.07 2.28 -0.80
C 0.39 2.49 -1.24
C -2.74 0.93 0.44
C -0.07 -2.99 0.04
C 1.90 -1.67 2.09
H -2.11 -0.03 -2.05
H -1.65 2.60 -1.71
H -1.02 -3.06 0.66
H -0.23 -3.02 -0.99
H 1.54 -0.79 -2.00
H 0.49 3.45 -1.79
H 2.70 -1.73 -1.29
H -2.69 1.79 1.02
H -3.66 0.76 -0.07
H 0.79 0.78 2.33
H 0.73 1.62 -1.97
H -2.62 0.11 1.16
H 0.56 -3.81 0.20
H 1.19 -2.02 2.80
H 2.62 -2.42 2.02
H 2.44 -0.76 2.54
H 2.56 0.10 -0.95
H -1.27 2.99 -0.07
H 1.22 2.44 -0.41
*
```

The calculation puts the gap between HOMO and LUMO at 8.69 eV. For the energy, the calculation gives -735.623238 Ha. For the energy above the lowest of the compared OMol25 structures with the same formula, charge and spin, the calculation gives 45.6 kcal per mole.

=====

[2]
Here is a molecular structure, C8H20Ag4FO4 at a distorted geometry from the OMol25 dataset. Energies are from the ωB97M-V functional and the def2-TZVPD basis.

Geometry as ORCA input:
```
! RIJCOSX wB97M-V def2-TZVPD def2/J DEFGRID3
* xyz 3 1
Ag -5.32 0.92 1.52
Ag -4.64 1.61 -1.82
Ag -4.36 -2.03 -0.24
Ag -1.98 -0.21 1.70
F -3.57 0.24 -0.01
O 0.64 -1.38 -2.09
O 2.95 -1.46 -4.30
O -0.35 1.58 1.52
O -0.42 -0.02 3.59
C 1.78 -1.56 -4.99
C 1.89 -0.82 -2.18
C -0.01 -1.14 4.22
C 2.95 -1.76 -2.90
C 0.49 1.06 3.78
C -0.24 -0.53 -1.45
C -1.12 2.43 0.77
C -0.09 2.14 2.86
H -0.02 -0.91 5.28
H -0.68 -1.97 3.98
H 1.87 -1.21 -6.02
H 1.53 0.86 3.52
H -0.96 2.64 3.29
H 0.93 -1.45 3.76
H 2.36 -0.63 -1.22
H 1.75 0.13 -2.69
H 0.68 2.90 2.74
H -2.01 2.84 1.24
H 3.94 -1.68 -2.46
H 0.95 -0.93 -4.67
H 2.52 -2.77 -2.94
H 0.47 1.40 4.82
H -1.27 -0.83 -1.62
H -0.12 0.49 -1.82
H -0.03 -0.56 -0.38
H -0.53 3.23 0.34
H 1.46 -2.60 -4.98
H -1.45 2.00 -0.17
*
```

The calculation puts the gap between HOMO and LUMO at 1.78 eV. For the energy, the calculation gives -1304.174262 Ha. For the energy above the lowest of the compared OMol25 structures with the same formula, charge and spin, the calculation gives 0.0 kcal per mole.

=====

[3]
Here is a molecular structure, C8H20B3O5PS at a distorted geometry from the OMol25 dataset. Energies are from the ωB97M-V functional and the def2-TZVPD basis.

Geometry as ORCA input:
```
! RIJCOSX wB97M-V def2-TZVPD def2/J DEFGRID3
* xyz 0 1
S -0.10 -2.23 -1.67
P -0.46 1.83 2.66
O -1.64 3.54 0.51
O -2.88 3.36 2.57
O -4.02 3.12 0.48
O -0.75 -2.80 -0.51
O -0.51 -0.97 -2.23
C 1.34 -3.36 -3.55
C 1.67 -2.19 -1.40
C 2.28 -3.24 -2.35
C 1.47 3.71 1.63
C 1.29 2.26 2.15
C 0.35 -0.77 1.77
C -0.07 -3.46 -2.97
C -0.89 0.16 1.88
B -2.77 2.98 -0.16
B -1.72 3.02 1.83
B -3.93 2.74 1.84
H 1.16 3.80 0.59
H 0.96 4.47 2.23
H 1.72 1.58 1.40
H -0.24 -4.43 -2.51
H 1.93 2.15 3.03
H 2.02 -1.19 -1.64
H -1.33 0.34 0.88
H -1.68 -0.33 2.46
H -4.64 1.92 2.31
H 0.88 -0.50 0.85
H 1.88 -2.42 -0.36
H 0.02 -1.80 1.74
H 3.28 -2.96 -2.65
H 2.34 -4.20 -1.84
H 2.54 3.93 1.64
H 1.42 -2.47 -4.18
H 1.58 -4.23 -4.17
H -2.64 2.42 -1.19
H 1.00 -0.56 2.62
H -0.85 -3.24 -3.69
*
```

The calculation puts the gap between HOMO and LUMO at 8.37 eV. For the energy, the calculation gives -1507.301271 Ha.

=====

[4]
Here is a molecular structure, C8H20Cl6O8P2 at a distorted geometry from the OMol25 dataset. Energies are from the ωB97M-V functional and the def2-TZVPD basis.

Geometry as ORCA input:
```
! RIJCOSX wB97M-V def2-TZVPD def2/J DEFGRID3
* xyz 0 1
Cl 2.85 0.28 -1.61
Cl -0.04 0.43 -1.96
Cl -0.15 -2.73 -2.57
Cl 2.64 -2.67 -1.78
Cl 1.15 -0.05 0.57
Cl 1.56 -4.65 -3.69
P -0.01 -2.67 0.76
P -1.20 4.27 -0.51
O -1.28 2.65 -0.61
O 0.39 4.62 -0.60
O 0.38 -2.09 2.20
O -1.44 -2.00 0.44
O -1.47 4.45 1.09
O -0.47 -4.20 1.04
O 1.07 -2.51 -0.26
O -2.11 5.05 -1.37
C -2.79 4.26 1.51
C 1.31 -0.38 -1.10
C 0.29 -5.28 0.59
C -1.78 -1.49 -0.77
C 1.28 -3.71 -2.25
C 1.71 -2.18 2.70
C 0.78 5.95 -0.42
C -0.31 1.85 0.05
H 1.11 -4.38 -1.41
H 2.55 -2.50 2.09
H -1.01 -1.64 -1.53
H -3.57 4.33 0.75
H 0.16 1.13 -0.62
H 1.74 5.93 0.10
H 1.96 -1.19 3.07
H -0.23 -5.82 -0.20
H -2.59 -2.12 -1.11
H -2.89 3.26 1.95
H 0.00 6.56 0.03
H 1.30 -5.14 0.20
H -2.98 5.01 2.28
H 1.29 -1.46 -1.23
H 1.78 -2.79 3.60
H -0.86 1.28 0.79
H 0.53 2.38 0.51
H -2.05 -0.43 -0.72
H 0.39 -5.98 1.41
H 1.02 6.39 -1.39
*
```

The calculation puts the gap between HOMO and LUMO at 9.50 eV. For the energy, the calculation gives -4362.451537 Ha. For the energy above the lowest of the compared OMol25 structures with the same formula, charge and spin, the calculation gives 198.8 kcal per mole.

=====

[5]
Here is a molecular structure, C8H20ClHgLuO at a distorted geometry from the OMol25 dataset. Energies are from the ωB97M-V functional and the def2-TZVPD basis.

Geometry as ORCA input:
```
! RIJCOSX wB97M-V def2-TZVPD def2/J DEFGRID3
* xyz -2 1
Hg -0.24 -0.76 0.90
Lu -1.53 -1.87 -2.28
Cl 0.23 -1.03 -3.73
O 0.51 1.42 0.60
C 2.72 2.27 1.02
C -1.98 -1.71 0.10
C -1.38 -4.09 -2.63
C -3.39 -0.94 -3.17
C 1.23 2.26 1.41
C 0.69 3.67 1.09
C 1.06 1.96 2.90
C 1.75 -1.46 1.26
H 2.28 -0.71 1.85
H 0.83 3.88 0.02
H -2.26 -4.66 -2.93
H -0.96 -4.61 -1.76
H -3.81 -0.19 -2.49
H 1.62 -2.40 1.82
H -4.22 -1.57 -3.49
H -2.04 -2.69 0.63
H -0.38 3.72 1.31
H 2.83 2.49 -0.05
H 1.49 0.98 3.14
H -2.85 -1.14 0.50
H -3.06 -0.38 -4.06
H 2.26 -1.66 0.31
H 1.20 4.45 1.67
H -0.64 -4.22 -3.44
H 3.27 3.04 1.58
H 3.20 1.31 1.23
H 1.56 2.70 3.53
H -0.01 1.95 3.16
*
```

The calculation puts the gap between HOMO and LUMO at 5.68 eV. For the energy, the calculation gives -2241.120495 Ha. For the energy above the lowest of the compared OMol25 structures with the same formula, charge and spin, the calculation gives 0.0 kcal per mole.

=====

[6]
Here is a molecular structure, C8H20F2LiNO8S2 at a distorted geometry from the OMol25 dataset. Energies are from the ωB97M-V functional and the def2-TZVPD basis.

Geometry as ORCA input:
```
! RIJCOSX wB97M-V def2-TZVPD def2/J DEFGRID3
* xyz 0 1
S 1.63 -2.31 -0.09
S -0.71 -2.52 -0.65
F 2.51 -1.18 0.60
F -1.91 -1.50 -0.46
O 1.61 -3.37 0.89
O 2.33 -2.49 -1.35
O 1.28 0.32 -1.70
O -1.06 -0.32 1.51
O -1.10 -3.60 0.29
O 1.01 1.01 0.84
O -1.23 0.86 -0.42
O -0.74 -2.80 -2.12
N 0.24 -1.40 -0.23
C -0.85 1.33 -1.74
C 0.54 1.32 2.18
C 0.04 0.32 -2.45
C -2.26 1.58 0.22
C -0.14 0.02 2.57
C -2.15 -0.96 2.07
C 2.32 -0.37 -2.45
C 1.74 2.14 0.37
Li 0.14 -0.15 0.15
H -2.92 -0.21 2.15
H -2.53 -1.68 1.34
H 3.25 -0.26 -1.89
H -1.87 2.48 0.70
H -1.96 -1.53 2.98
H 2.37 0.11 -3.43
H 1.05 2.98 0.28
H -0.29 2.02 2.19
H -0.50 2.36 -1.76
H -3.03 1.87 -0.50
H -1.75 1.26 -2.36
H 0.60 -0.74 2.83
H 0.10 0.56 -3.51
H 1.18 1.57 3.02
H -0.58 0.13 3.57
H 2.14 1.89 -0.61
H 2.10 -1.41 -2.66
H -0.32 -0.71 -2.32
H -2.84 0.96 0.90
H 2.54 2.40 1.06
*
```

The calculation puts the gap between HOMO and LUMO at 9.57 eV. For the energy, the calculation gives -1976.850355 Ha. For the energy above the lowest of the compared OMol25 structures with the same formula, charge and spin, the calculation gives 189.8 kcal per mole.

=====

How do the records compare in HOMO energy? In the order shown, they have -8.00, -15.42, -7.89, -9.13, -0.20, -9.54 eV.